C37H41Cl3IrN6O4PS2 | ωB97M-V/def2-TZVPD

ORCA input file:
```
! wB97M-V def2-TZVPD RIJCOSX def2/J DEFGRID3
* xyz 2 1
Ir 0.8834 -0.3499 -1.6409
C -3.1842 -1.6906 -2.7103
C -3.1114 -3.0523 -2.4747
C -1.9544 -3.5766 -1.9214
C -0.8900 -2.7330 -1.6520
N -0.9437 -1.4213 -1.9524
C -2.0787 -0.9084 -2.4345
C 0.3422 -3.1779 -0.9646
C 0.5661 -4.4968 -0.6088
C 1.7178 -4.8333 0.0829
C 2.6086 -3.8301 0.4193
C 2.3377 -2.5359 0.0225
N 1.2354 -2.2068 -0.6663
H -4.0749 -1.2315 -3.1148
H -3.9479 -3.7002 -2.7000
H -1.8981 -4.6262 -1.6845
H -2.0840 0.1593 -2.6044
H -0.1482 -5.2629 -0.8684
H 1.9082 -5.8618 0.3561
H 3.5138 -4.0356 0.9721
H 3.0180 -1.7349 0.2652
C 4.4049 3.9689 -2.3074
C 3.3632 2.9196 -2.5947
O 3.2023 2.1158 -1.3856
P 2.8868 0.6016 -1.1310
O 4.0096 -0.2898 -1.7700
C 5.4402 -0.0405 -1.5650
C 6.0875 0.3367 -2.8723
O 3.1657 0.5292 0.4310
C 2.9717 1.6209 1.3759
C 4.3018 2.2315 1.7382
H 4.5014 4.6259 -3.1719
H 5.3780 3.5191 -2.1100
H 4.1153 4.5752 -1.4498
H 3.6533 2.2617 -3.4134
H 2.3916 3.3522 -2.8212
H 5.8384 -0.9760 -1.1778
H 5.5602 0.7304 -0.8032
H 5.9070 -0.4272 -3.6270
H 7.1643 0.4269 -2.7275
H 5.7166 1.2916 -3.2425
H 2.4868 1.1703 2.2421
H 2.2994 2.3585 0.9362
H 4.9708 1.4825 2.1607
H 4.1556 3.0170 2.4802
H 4.7714 2.6764 0.8609
C -3.6352 3.0491 -3.9006
C -2.6094 2.1433 -4.5044
C -2.7763 1.5543 -5.7518
C -1.7746 0.7181 -6.2051
N -0.6679 0.4826 -5.4957
C -0.6015 1.1033 -4.3306
S 0.9490 0.9481 -3.4460
N -1.5044 1.9042 -3.7831
H -4.3275 3.4230 -4.6513
H -3.1484 3.8882 -3.4071
H -4.2122 2.5080 -3.1467
H -3.6559 1.7479 -6.3487
H -1.8445 0.2240 -7.1667
Cl -1.9337 -5.8920 1.0441
C -1.9409 -4.3194 1.7764
C -2.8804 -3.3805 1.3860
C -2.8917 -2.1489 2.0233
C -1.9978 -1.8305 3.0432
C -2.1037 -0.4747 3.7147
C -0.8449 0.3866 3.5382
N -0.5806 0.6498 2.1256
C -1.0637 1.7046 1.3930
C -0.6429 1.5194 0.1145
N 0.0854 0.3481 0.0775
C 0.1113 -0.1472 1.3059
O -2.3346 -0.6157 5.0938
C -3.4622 0.1185 5.5906
C -3.3718 1.5898 5.3101
C -2.4606 2.4281 5.8852
Cl -1.2737 1.9929 7.0399
S -2.5712 4.0359 5.3065
C -3.8673 3.6130 4.2706
C -4.1884 2.2951 4.3764
C -1.0610 -2.8026 3.3978
Cl 0.0929 -2.5316 4.6641
C -1.0233 -4.0397 2.7731
H -3.6122 -3.6210 0.6278
H -3.6406 -1.4187 1.7398
H -2.9306 0.0574 3.2303
H 0.0243 -0.0998 3.9702
H -0.9925 1.3405 4.0400
H -1.6591 2.4796 1.8463
H -0.8189 2.0960 -0.7803
H 0.5979 -1.0540 1.6214
H -3.4704 -0.0795 6.6603
H -4.3830 -0.2840 5.1578
H -4.3500 4.3698 3.6737
H -5.0030 1.8344 3.8337
H -0.3082 -4.7855 3.0911
*
```

Calculated values
Energy relative to the best compared isomer or geometry (same formula, charge and spin) in eV: 1.6715
Frontier orbital gap in eV: 6.877

---

C37H42BF8GeN10OSbSeTaTe | ωB97M-V/def2-TZVPD

ORCA input file:
```
! wB97M-V def2-TZVPD RIJCOSX def2/J DEFGRID3
* xyz 3 1
Ta -0.4801 0.1700 0.6536
N 0.4711 3.1008 2.4747
C -0.6735 2.5942 2.9991
N -1.0323 3.0731 4.1677
C -2.1722 2.6290 4.7099
N -2.5695 3.0892 5.8741
N -2.9488 1.7200 4.0731
C -2.5105 1.2434 2.9447
N -1.3466 1.5986 2.3364
C -3.3601 0.2547 2.2685
C -4.6470 0.0245 2.7422
C -5.4508 -0.8971 2.0877
C -4.9359 -1.5485 0.9765
C -3.6381 -1.2571 0.5758
N -2.8569 -0.3809 1.2021
H 0.7937 3.9083 2.9985
H 0.5343 3.2141 1.4668
H -2.0123 3.7749 6.3625
H -3.4520 2.7886 6.2605
H -4.9769 0.5717 3.6097
H -6.4507 -1.1013 2.4368
H -5.5180 -2.2745 0.4274
H -3.1901 -1.7407 -0.2813
B -0.6978 -3.5106 0.2776
N -1.0040 -2.7304 1.5926
C -1.6058 -3.3289 2.6114
C -1.5423 -2.5023 3.7324
C -0.8677 -1.3848 3.2949
N -0.5426 -1.5189 1.9809
N -0.4224 -2.5703 -0.9101
C 0.4512 -2.7287 -1.9090
C 0.1259 -1.8443 -2.9319
C -1.0097 -1.1766 -2.4441
N -1.3055 -1.6084 -1.2173
H -1.6803 -4.1248 0.0200
H 0.2400 -4.2062 0.4671
H -2.0423 -4.3020 2.5012
H -1.9269 -2.6984 4.7114
H -0.5841 -0.5101 3.8578
H 1.2529 -3.4370 -1.8688
H 0.5813 -1.7562 -3.9035
H -1.6758 -0.5003 -2.9595
F 2.2396 1.5839 -0.8390
Te 0.7662 0.6968 -1.8077
F 1.3659 2.3682 -2.9748
F -1.8202 1.0177 -0.7322
F 2.3080 -0.1352 -2.5989
F 0.0506 2.2181 -0.1093
O 0.9090 -0.4403 -0.3034
F 4.9099 -5.1072 2.1873
C 4.3000 -3.9314 2.1243
C 4.6860 -2.9166 2.9927
C 4.0376 -1.6985 2.9388
C 3.0058 -1.4891 2.0171
C 2.6435 -2.5161 1.1516
C 3.2862 -3.7408 1.1987
Sb 2.0328 0.4645 1.9914
C 3.8129 1.6150 1.4536
C 4.8678 0.9098 0.8775
C 6.0622 1.5498 0.6077
C 6.1841 2.9028 0.9031
F 7.3273 3.5237 0.6558
C 5.1221 3.6285 1.4321
C 3.9260 2.9829 1.6872
C 2.1020 0.6587 4.1426
C 1.8891 -0.4754 4.9099
C 2.0754 -0.4423 6.2778
C 2.4709 0.7504 6.8661
F 2.6364 0.7965 8.1815
C 2.6902 1.8942 6.1130
C 2.4954 1.8388 4.7463
H 5.4898 -3.0904 3.6908
H 4.3291 -0.9030 3.6104
H 1.8668 -2.3658 0.4160
H 3.0165 -4.5432 0.5314
H 4.7550 -0.1400 0.6292
H 6.9001 1.0251 0.1757
H 5.2546 4.6814 1.6291
H 3.0890 3.5560 2.0644
H 1.6096 -1.4115 4.4436
H 1.9352 -1.3213 6.8877
H 3.0249 2.7974 6.5987
H 2.6945 2.7118 4.1482
C -1.0129 5.8324 -4.5154
Ge -0.8297 4.3891 -5.8696
C 0.9043 3.4757 -6.1394
C -2.0303 4.5442 -7.4432
C -1.9352 2.5206 -4.7396
Se -1.4128 2.6014 -3.0064
C -3.0186 3.4107 -2.2854
H -0.4906 6.7090 -4.8963
H -0.5555 5.5548 -3.5687
H -2.0578 6.1043 -4.3765
H 1.5951 4.1840 -6.5934
H 0.7919 2.6381 -6.8240
H 1.3359 3.1268 -5.2053
H -1.5648 5.2622 -8.1176
H -3.0198 4.9121 -7.1886
H -2.1109 3.6025 -7.9785
H -1.4224 1.8032 -5.3616
H -2.9814 2.6684 -4.9734
H -3.0717 4.4616 -2.5609
H -2.9529 3.3180 -1.2060
H -3.8995 2.8860 -2.6430
*
```

Calculated values
Frontier orbital gap in eV: 2.584

---

C37H42BiFN5O2 | ωB97M-V/def2-TZVPD

ORCA input file:
```
! wB97M-V def2-TZVPD RIJCOSX def2/J DEFGRID3
* xyz 1 1
Bi 1.8521 0.5453 0.3503
C 3.5725 -0.5165 3.4734
O 2.3016 -0.2553 2.8786
C 1.1845 -0.3338 3.6758
C 1.1930 -0.9587 4.9136
C 0.0338 -1.0101 5.6706
C -1.1324 -0.4345 5.1897
C -1.1397 0.1723 3.9479
C 0.0105 0.2209 3.1652
N 0.0246 0.8459 1.8665
N -1.0812 1.4102 1.6051
C -1.2796 2.2712 0.5911
C -0.2297 2.9364 -0.0810
O 0.9978 2.5115 -0.1114
C -0.5088 4.1846 -0.7195
C -1.7785 4.6404 -0.8269
C -2.8919 3.9124 -0.2995
C -4.2123 4.3634 -0.4781
C -5.2649 3.6567 0.0457
C -5.0191 2.4808 0.7683
C -3.7356 2.0241 0.9549
C -2.6483 2.7328 0.4232
H 3.6880 0.0575 4.3926
H 3.6987 -1.5794 3.6798
H 4.3182 -0.2020 2.7472
H 2.1010 -1.4052 5.2921
H 0.0476 -1.5047 6.6322
H -2.0390 -0.4607 5.7782
H -2.0404 0.6257 3.5623
H 0.3290 4.7236 -1.1423
H -1.9722 5.5773 -1.3366
H -4.3836 5.2782 -1.0324
H -6.2796 4.0028 -0.0968
H -5.8509 1.9207 1.1756
H -3.5514 1.1062 1.4974
N 4.0719 2.3973 0.2119
C 4.0988 2.8974 -1.1698
C 3.9669 1.7341 -2.1307
N 2.6127 1.1684 -2.0239
H 3.9439 3.1567 0.8694
H 4.9533 1.9494 0.4366
H 5.0007 3.4661 -1.4100
H 3.2425 3.5630 -1.2949
H 4.6775 0.9495 -1.8622
H 4.1979 2.0568 -3.1484
H 2.5196 0.3371 -2.6020
H 1.9205 1.8426 -2.3382
C -1.5674 -0.6619 -4.1691
C -1.0435 0.0619 -2.9206
C -1.4292 1.5306 -3.0120
C -1.5394 -0.6217 -1.6521
C -2.9115 -0.7874 -1.4881
C -3.4199 -1.5691 -0.4664
C -2.5533 -2.2217 0.3939
C -1.1753 -2.0623 0.2895
C -0.2645 -2.8835 1.1861
C -0.7393 -2.9313 2.6421
C -0.1396 -4.3159 0.6494
C -0.6740 -1.2127 -0.7119
N 0.7471 -1.0062 -0.7850
C 1.4764 -1.9426 -1.5311
C 0.8682 -2.8553 -2.4105
C 1.5972 -3.7596 -3.1625
C 2.9829 -3.8096 -3.0795
C 3.6205 -2.9394 -2.2126
C 2.8652 -2.0535 -1.4801
F 3.5483 -1.2270 -0.6002
H -1.0771 -0.2737 -5.0639
H -2.6414 -0.5061 -4.2851
H -1.3886 -1.7353 -4.1250
H 0.0459 -0.0128 -2.9275
H -2.5109 1.6568 -2.9349
H -1.1130 1.9496 -3.9702
H -0.9774 2.1125 -2.2204
H -3.5913 -0.3230 -2.1929
H -4.4898 -1.6937 -0.3574
H -2.9567 -2.8713 1.1605
H 0.7303 -2.4303 1.1652
H -1.6298 -3.5538 2.7448
H -0.9720 -1.9405 3.0314
H 0.0354 -3.3722 3.2724
H -1.1253 -4.7847 0.6098
H 0.4901 -4.9106 1.3143
H 0.2948 -4.3496 -0.3503
H -0.2102 -2.8549 -2.4771
H 1.0687 -4.4377 -3.8197
H 3.5542 -4.5179 -3.6622
H 4.6950 -2.9408 -2.0816
*
```

Calculated values
Energy relative to the best compared isomer or geometry (same formula, charge and spin) in eV: 0.1426
Frontier orbital gap in eV: 6.813

---

C37H42HgN4P2 | ωB97M-V/def2-TZVPD

ORCA input file:
```
! wB97M-V def2-TZVPD RIJCOSX def2/J DEFGRID3
* xyz 0 1
Hg -0.0280 -2.9355 2.9288
C -0.4246 3.0803 3.6021
C -1.4145 2.8891 2.6762
C -1.2398 2.1366 1.3328
C 0.1003 1.3524 1.2753
C 1.3174 2.2119 0.8781
C 1.3605 3.5571 0.8901
C 0.7151 4.4677 1.9113
C 0.8266 3.8910 3.3356
C 1.8252 -3.1796 1.9355
H -0.4926 2.6565 4.6253
H -2.4718 3.0690 2.9565
H -1.3172 2.8645 0.4949
H -2.1206 1.4356 1.2138
H 0.1946 0.8284 2.2601
H -0.0216 0.5415 0.5225
H 2.1871 1.6006 0.5550
H 1.8759 4.1146 0.0732
H -0.3337 4.5591 1.5937
H 1.1749 5.4615 1.8505
H 1.7650 3.2748 3.4250
H 0.9631 4.7317 4.0701
H 2.6777 -3.1221 2.6406
H 1.9414 -2.3048 1.2742
H 1.8462 -4.0892 1.3017
P 1.7661 -1.4094 -2.0787
P -2.0087 -0.6137 -2.1717
N 2.9903 -0.1972 -2.4306
N 2.6618 -2.6618 -3.0976
N -2.1255 1.0335 -2.8868
N -3.5455 -1.1721 -2.9353
C 0.6219 -0.8036 -3.4389
C -0.8225 -1.3610 -3.4238
C 4.1305 0.0068 -1.6314
C 5.0607 0.7859 -2.3320
C 4.4681 1.1035 -3.6050
C 3.2133 0.4868 -3.6349
C 2.7149 -4.0216 -2.7761
C 3.1151 -4.7505 -3.8889
C 3.3470 -3.8089 -4.9434
C 3.0949 -2.5418 -4.4245
C -2.1759 2.1989 -2.0872
C -1.7453 3.2920 -2.8264
C -1.4729 2.8184 -4.1592
C -1.7608 1.4543 -4.1749
C -4.2504 -0.6995 -4.0529
C -5.1546 -1.6801 -4.4713
C -5.0118 -2.7930 -3.5797
C -4.0389 -2.4567 -2.6488
H 1.0801 -1.0917 -4.4048
H 0.5831 0.2967 -3.4161
H -1.2582 -1.2850 -4.4442
H -0.7906 -2.4368 -3.1522
H 4.1882 -0.4560 -0.6629
H 6.0630 1.0486 -2.0021
H 4.9255 1.6625 -4.4182
H 2.5049 0.4581 -4.4434
H 2.4623 -4.3372 -1.7719
H 3.1751 -5.8372 -3.9588
H 3.6215 -4.0237 -5.9736
H 3.1859 -1.5820 -4.9173
H -2.5890 2.1541 -1.0783
H -1.6363 4.3144 -2.4454
H -1.0787 3.3886 -4.9999
H -1.7910 0.7693 -5.0137
H -4.0650 0.2901 -4.4459
H -5.8347 -1.6213 -5.3139
H -5.5642 -3.7264 -3.6270
H -3.6366 -2.9962 -1.8013
C 0.4520 1.0120 6.9385
C 1.2169 0.5166 5.8507
C 0.7050 -0.5069 5.0625
C -0.5910 -1.0365 5.3037
C -1.1719 -1.9626 4.4041
C -2.5097 -2.2412 4.4798
C -3.2834 -1.8041 5.5964
C -2.7045 -1.0285 6.5988
C -1.3733 -0.5469 6.4288
C -0.7739 0.4304 7.2639
H 0.8794 1.8434 7.5103
H 2.2129 0.9145 5.6149
H 1.2814 -0.9277 4.2182
H -2.9801 -2.8250 3.6953
H -4.3338 -2.0902 5.7009
H -3.2585 -0.7728 7.5214
H -1.2909 0.7348 8.1802
*
```

Calculated values
Energy relative to the best compared isomer or geometry (same formula, charge and spin) in eV: 2.9715
Frontier orbital gap in eV: 7.500

---

C37H42IKN8O6PSe2 | ωB97M-V/def2-TZVPD

ORCA input file:
```
! wB97M-V def2-TZVPD RIJCOSX def2/J DEFGRID3
* xyz -1 1
K 0.6874 -0.0221 0.4893
C 3.8226 -1.6881 -3.0641
C 3.7865 -0.2164 -2.7492
N 4.3566 0.6087 -3.5911
C 4.3964 1.9300 -3.2958
C 3.9829 2.4372 -2.0940
C 4.1919 3.8959 -1.7943
O 5.4826 4.1683 -1.2215
C 3.3916 1.5610 -1.1512
C 3.2736 1.9703 0.2346
N 2.7073 1.3069 1.1743
C 3.0133 1.5561 2.5137
C 4.3245 1.3734 2.9684
C 4.6499 1.4787 4.3106
C 3.6670 1.7704 5.2443
C 2.3612 1.9678 4.8167
C 2.0358 1.8642 3.4715
I 0.0569 2.2520 2.9043
C 3.1209 0.2198 -1.5372
O 2.3861 -0.5797 -0.8735
H 3.8345 -1.8364 -4.1440
H 2.9801 -2.2104 -2.6139
H 4.7351 -2.1336 -2.6561
H 4.8110 2.5827 -4.0559
H 3.3951 4.2762 -1.1513
H 4.1612 4.4648 -2.7221
H 5.6523 3.5001 -0.5508
H 3.8036 2.8920 0.5049
H 5.0794 1.1161 2.2348
H 5.6745 1.3265 4.6267
H 3.9081 1.8481 6.2968
H 1.5862 2.2109 5.5313
O -1.2153 -6.0467 6.2205
N -0.3392 -5.6276 5.4933
O 0.7924 -6.0687 5.4786
C -0.6990 -4.5689 4.5094
C -2.0140 -4.2890 4.4289
C -2.5093 -3.3092 3.5185
C -3.8789 -2.9959 3.4247
C -4.2766 -2.0358 2.5389
C -3.2977 -1.3923 1.7560
N -2.0132 -1.6786 1.8192
C -1.6173 -2.6282 2.6886
C -0.1967 -2.9345 2.7773
N 0.6057 -2.2290 1.9631
C 1.9052 -2.3899 2.0419
C 2.4951 -3.2931 2.9360
C 1.6936 -4.0462 3.7507
C 0.2890 -3.8862 3.6941
H -2.7030 -4.8174 5.0729
H -4.5901 -3.5190 4.0536
H -5.3156 -1.7610 2.4191
H -3.5998 -0.6334 1.0361
H 2.5103 -1.7912 1.3603
H 3.5712 -3.3936 2.9746
H 2.1287 -4.7505 4.4366
O -3.7771 4.3212 1.3323
C -4.0709 4.3217 -0.0734
C -3.1175 3.3830 -0.8073
C -3.3716 3.5615 -2.3096
O -4.7456 3.6145 -2.6860
C -1.6583 3.8337 -0.5407
Se -0.1836 2.7638 -1.3658
C -3.3216 1.9417 -0.2935
Se -4.6167 0.7676 -1.2672
H -4.3192 4.9982 1.7430
H -3.9641 5.3322 -0.4851
H -5.0998 3.9940 -0.2401
H -2.8535 2.7720 -2.8507
H -2.9291 4.5093 -2.6234
H -5.1021 2.7359 -2.4656
H -1.4790 3.8213 0.5328
H -1.5562 4.8571 -0.9063
H -3.6635 1.9787 0.7396
H -2.3523 1.4424 -0.3056
C -2.8504 -1.9322 -3.1621
N -2.3364 -0.6939 -2.5133
C -1.7317 0.1935 -3.5744
N -0.7019 -0.4995 -4.3004
C -1.2392 -1.7127 -4.8868
N -1.8318 -2.6238 -3.9035
C -0.7927 -3.1518 -3.0113
P 0.1684 -1.8867 -2.0155
C -1.3623 -1.0033 -1.4324
C 0.4817 -0.7407 -3.4624
H -3.6556 -1.6182 -3.8276
H -3.2618 -2.5704 -2.3792
H -3.2223 -0.1749 -2.0469
H -1.3311 1.0789 -3.0693
H -2.5520 0.4720 -4.2379
H -0.4441 -2.2418 -5.4137
H -2.0149 -1.4340 -5.6040
H -0.0809 -3.7165 -3.6187
H -1.2503 -3.8602 -2.3147
H -1.1029 -0.0565 -0.9389
H -1.8622 -1.6377 -0.6988
H 1.2757 -1.1627 -4.0824
H 0.8384 0.2181 -3.0823
*
```

Calculated values
Energy relative to the best compared isomer or geometry (same formula, charge and spin) in eV: 0.7770
Frontier orbital gap in eV: 4.274

---

Number 1: E_LUMO -0.2186 Ha, HOMO energy -12.82 eV, electronic energy -4686.35688 hartree. Number 2: E_LUMO -0.4471 Ha, HOMO energy -14.75 eV, electronic energy -7924.49288 hartree. Number 3: E_LUMO -0.1270 Ha, HOMO energy -10.27 eV, electronic energy -2173.67013 hartree. Number 4: E_LUMO -0.0028 Ha, HOMO energy -7.58 eV, electronic energy -2490.02399 hartree. Number 5: E_LUMO 0.0174 Ha, HOMO energy -3.80 eV, electronic energy -8366.45424 hartree.